Entry 1:
{
  "formula": "C54H47F3IrN3O2S2Te",
  "method": "wB97M-V/def2-TZVPD",
  "energy_ha": -3869.0119,
  "spin_multiplicity": 2,
  "charge": -1,
  "e_above_lowest_kcal_mol": 12.3,
  "homo_ev": [-4.5, -4.5],
  "lumo_ev": [2.2, 1.0],
  "elements": ["Ir", "C", "C", "C", "C", "C", "C", "C", "C", "S", "C", "N", "C", "C", "C", "C", "C", "C", "C", "C", "H", "H", "H", "H", "H", "H", "H", "H", "H", "H", "H", "H", "H", "H", "H", "H", "O", "N", "C", "C", "C", "C", "C", "S", "H", "H", "H", "H", "C", "C", "C", "C", "C", "C", "Te", "N", "C", "O", "C", "C", "C", "C", "C", "C", "C", "C", "C", "C", "C", "C", "C", "C", "C", "C", "H", "H", "H", "H", "H", "H", "H", "H", "H", "H", "H", "H", "H", "H", "H", "H", "H", "H", "H", "H", "H", "H", "H", "F", "C", "F", "F", "C", "C", "C", "C", "C", "C", "C", "C", "H", "H", "H", "H"],
  "coordinates": [[-1.69, 1.42, -1.04], [-3.04, -0.31, 5.86], [-1.89, 0.20, 4.98], [-1.34, -0.98, 4.18], [-0.76, 0.75, 5.86], [-2.42, 1.31, 4.07], [-2.92, 2.49, 4.66], [-3.44, 3.51, 3.90], [-3.44, 3.37, 2.51], [-4.02, 4.46, 1.29], [-3.47, 3.36, 0.06], [-2.97, 2.25, 0.52], [-2.92, 2.23, 1.90], [-2.43, 1.19, 2.69], [-3.52, 3.62, -1.36], [-4.15, 4.72, -1.93], [-4.21, 4.84, -3.30], [-3.65, 3.85, -4.11], [-2.98, 2.78, -3.55], [-2.87, 2.65, -2.16], [-2.68, -1.10, 6.53], [-3.84, -0.72, 5.24], [-3.46, 0.49, 6.47], [-0.93, -1.73, 4.86], [-0.54, -0.66, 3.50], [-2.12, -1.47, 3.58], [-0.34, -0.05, 6.48], [-1.12, 1.55, 6.52], [0.03, 1.16, 5.23], [-2.91, 2.61, 5.74], [-3.84, 4.41, 4.36], [-2.05, 0.32, 2.18], [-4.59, 5.48, -1.29], [-4.69, 5.70, -3.75], [-3.72, 3.93, -5.19], [-2.52, 2.04, -4.20], [-2.36, -0.77, 0.20], [-3.30, -1.55, -0.19], [-3.94, -2.33, 0.70], [-4.93, -3.20, 0.31], [-5.26, -3.28, -1.04], [-4.57, -2.51, -1.94], [-3.57, -1.61, -1.53], [-2.69, -0.61, -2.60], [-3.61, -2.21, 1.72], [-5.44, -3.80, 1.05], [-6.05, -3.94, -1.38], [-4.79, -2.55, -3.00], [4.28, -6.57, 1.96], [3.47, -5.34, 1.65], [4.03, -4.07, 1.76], [3.29, -2.92, 1.48], [3.97, -1.58, 1.60], [1.95, -3.03, 1.05], [0.73, -1.18, 0.50], [-0.03, 0.91, 0.25], [0.04, 2.11, 0.71], [-0.66, 2.95, 0.02], [0.80, 2.61, 1.91], [0.70, 3.98, 2.20], [1.38, 4.53, 3.28], [2.17, 3.73, 4.09], [2.27, 2.37, 3.82], [1.59, 1.82, 2.74], [1.98, -1.11, -1.22], [1.94, -2.26, -2.00], [2.83, -2.46, -3.04], [3.78, -1.49, -3.31], [3.79, -0.31, -2.58], [2.89, -0.10, -1.53], [2.97, 1.20, -0.78], [1.38, -4.31, 0.95], [-0.05, -4.54, 0.50], [2.15, -5.44, 1.25], [5.29, -6.30, 2.28], [4.36, -7.22, 1.08], [3.82, -7.16, 2.76], [5.06, -3.97, 2.07], [4.88, -1.66, 2.20], [3.32, -0.85, 2.07], [4.24, -1.20, 0.61], [0.09, 4.59, 1.55], [1.29, 5.59, 3.48], [2.70, 4.16, 4.93], [2.88, 1.74, 4.45], [1.66, 0.76, 2.55], [1.21, -3.03, -1.77], [2.80, -3.37, -3.62], [4.52, -1.64, -4.09], [4.52, 0.46, -2.80], [3.96, 1.65, -0.86], [2.74, 1.07, 0.28], [2.24, 1.91, -1.19], [-0.55, -3.60, 0.27], [-0.63, -5.05, 1.28], [-0.08, -5.17, -0.39], [1.69, -6.43, 1.15], [3.57, 1.55, -8.99], [3.52, 0.48, -8.14], [4.80, 0.29, -7.74], [3.19, -0.59, -8.89], [2.59, 0.71, -7.00], [1.46, -0.07, -6.81], [0.64, 0.16, -5.73], [0.94, 1.16, -4.80], [2.06, 1.98, -5.03], [2.88, 1.75, -6.12], [0.16, 1.30, -3.61], [-0.50, 1.39, -2.59], [1.25, -0.87, -7.51], [-0.24, -0.45, -5.56], [2.27, 2.78, -4.34], [3.75, 2.37, -6.29]],
  "mulliken_charge": [1.711, -1.927, 2.377, -1.599, -1.616, 0.239, -0.213, -1.530, 1.224, -0.547, 0.717, -0.174, -1.412, 0.592, 0.753, -0.814, -0.779, -0.721, -0.304, -0.072, 0.452, 0.374, 0.354, 0.534, 0.181, -0.036, 0.474, 0.365, 0.160, 0.407, 0.389, 0.311, 0.368, 0.363, 0.387, 0.348, 0.075, -0.024, -0.018, -0.948, -0.288, -0.835, 0.244, -0.302, 0.247, 0.429, 0.355, 0.461, -1.612, 0.931, -0.939, 0.972, -1.079, -0.518, -0.318, 1.235, 0.581, -0.996, -0.164, -0.703, -0.852, -0.540, -1.024, 0.858, 0.486, -0.531, -0.959, -0.661, -0.673, 1.376, -1.285, 1.381, -1.687, -0.762, 0.326, 0.338, 0.346, 0.280, 0.468, -0.153, 0.174, 0.513, 0.417, 0.400, 0.423, -0.066, 0.490, 0.434, 0.402, 0.362, 0.615, -0.193, 0.213, -0.234, 0.503, 0.373, 0.398, -0.271, 0.830, -0.267, -0.298, 0.459, -0.819, -0.333, 0.328, -0.466, -0.898, 0.036, -1.214, 0.428, 0.553, 0.499, 0.361]
}

Entry 2:
{
  "formula": "C3H2NO3S2",
  "method": "wB97M-V/def2-TZVPD",
  "energy_ha": -1192.2724,
  "charge": -1,
  "e_above_lowest_kcal_mol": 114.5,
  "homo_ev": [-3.4, -3.8],
  "lumo_ev": [2.9, 2.9],
  "elements": ["C", "C", "C", "N", "O", "O", "O", "S", "S", "H", "H"],
  "coordinates": [[-0.68, 0.35, -0.14], [-2.39, -0.34, 0.51], [-0.41, -2.10, -0.13], [0.07, -0.82, -0.24], [-3.79, 1.88, 0.00], [0.29, -3.11, -0.31], [-4.89, -0.32, 0.09], [-2.23, -1.97, 0.22], [-3.71, 0.44, -0.36], [-0.40, 1.01, 0.54], [0.99, -0.87, -0.63]],
  "mulliken_charge": [-0.413, -0.016, 0.465, -0.135, -0.613, -0.664, -0.625, -0.150, 0.601, 0.328, 0.222]
}

Entry 3:
{
  "formula": "C15H23N5O4S2",
  "method": "wB97M-V/def2-TZVPD",
  "energy_ha": -1956.4461,
  "charge": 0,
  "e_above_lowest_kcal_mol": 0.0,
  "homo_ev": -8.2,
  "lumo_ev": 0.3,
  "elements": ["N", "N", "C", "S", "N", "C", "C", "C", "S", "O", "O", "N", "C", "C", "O", "C", "C", "C", "C", "C", "N", "C", "C", "O", "C", "C", "H", "H", "H", "H", "H", "H", "H", "H", "H", "H", "H", "H", "H", "H", "H", "H", "H", "H", "H", "H", "H", "H", "H"],
  "coordinates": [[0.36, 4.63, -1.27], [-0.86, 3.93, -1.18], [-0.89, 2.60, -0.91], [-2.34, 1.82, -0.94], [0.30, 2.07, -0.54], [0.60, 0.73, -0.25], [0.02, -0.31, -0.96], [0.41, -1.61, -0.71], [-0.40, -2.94, -1.60], [-0.80, -2.44, -2.88], [0.45, -4.09, -1.53], [-1.78, -3.33, -0.77], [-2.89, -2.39, -0.79], [-2.91, -1.54, 0.48], [-2.87, -2.34, 1.64], [-1.71, -3.14, 1.67], [-1.66, -4.07, 0.45], [1.40, -1.89, 0.21], [1.99, -0.86, 0.92], [1.57, 0.46, 0.73], [2.14, 1.52, 1.43], [1.30, 2.43, 2.20], [1.88, 3.85, 2.04], [3.24, 3.79, 1.67], [3.94, 2.81, 2.39], [3.45, 1.39, 2.01], [0.27, 5.55, -0.85], [0.66, 4.74, -2.24], [-1.71, 4.31, -1.57], [1.06, 2.73, -0.42], [-0.71, -0.12, -1.73], [-2.78, -1.77, -1.68], [-3.82, -2.97, -0.86], [-3.84, -0.96, 0.54], [-2.06, -0.84, 0.48], [-1.77, -3.72, 2.60], [-0.82, -2.50, 1.69], [-0.72, -4.62, 0.41], [-2.49, -4.78, 0.51], [1.71, -2.92, 0.35], [2.76, -1.08, 1.64], [1.32, 2.13, 3.26], [0.27, 2.38, 1.86], [1.38, 4.40, 1.24], [1.77, 4.41, 2.98], [4.99, 2.94, 2.12], [3.83, 2.98, 3.47], [3.46, 0.76, 2.91], [4.11, 0.94, 1.26]],
  "mulliken_charge": [-0.583, -0.117, 0.225, -0.444, -0.308, -0.240, -0.444, -0.370, 1.248, -0.721, -0.745, 0.074, -0.717, -0.068, -0.469, -0.197, -0.739, -0.818, -0.430, 0.429, 0.437, -0.737, -0.357, -0.432, -0.597, -0.941, 0.235, 0.214, 0.214, 0.479, 0.712, 0.368, 0.343, 0.347, 0.080, 0.370, 0.100, 0.388, 0.328, 0.532, 0.431, 0.379, 0.381, 0.189, 0.342, 0.335, 0.309, 0.466, 0.516]
}

Entry 4:
{
  "formula": "C29H54N6O2P2S2SbW",
  "method": "wB97M-V/def2-TZVPD",
  "energy_ha": -3402.6494,
  "spin_multiplicity": 3,
  "charge": 1,
  "e_above_lowest_kcal_mol": 31.1,
  "homo_ev": [-8.6, -8.5],
  "lumo_ev": [-2.4, -2.7],
  "elements": ["W", "C", "N", "C", "C", "N", "C", "P", "C", "N", "C", "C", "N", "C", "C", "N", "C", "C", "N", "C", "H", "H", "H", "H", "H", "H", "H", "H", "H", "H", "H", "H", "H", "H", "H", "C", "C", "C", "O", "P", "S", "S", "O", "C", "C", "C", "H", "H", "H", "H", "H", "H", "H", "H", "H", "H", "H", "H", "H", "H", "C", "C", "C", "C", "C", "H", "H", "H", "H", "H", "H", "H", "H", "H", "H", "C", "C", "Sb", "C", "C", "C", "C", "H", "H", "H", "H", "H", "H", "H", "H", "H", "H", "H", "H", "H", "H", "H"],
  "coordinates": [[-0.88, 0.75, 0.33], [0.03, 1.68, -5.06], [0.26, 1.70, -3.62], [1.41, 2.10, -3.00], [1.22, 1.92, -1.66], [-0.05, 1.41, -1.45], [-0.61, 1.28, -2.66], [-2.12, 0.36, -3.01], [-3.20, 1.04, -1.72], [-2.83, 1.20, -0.46], [-3.96, 1.56, 0.25], [-5.01, 1.62, -0.61], [-4.53, 1.29, -1.85], [-5.33, 1.16, -3.06], [-1.63, -1.11, -2.08], [-1.07, -1.10, -0.86], [-0.56, -2.36, -0.66], [-0.83, -3.13, -1.75], [-1.50, -2.34, -2.64], [-1.99, -2.75, -3.95], [0.80, 2.28, -5.55], [-0.95, 2.10, -5.30], [0.08, 0.67, -5.45], [2.25, 2.48, -3.54], [1.89, 2.11, -0.84], [-3.93, 1.77, 1.30], [-6.05, 1.86, -0.44], [-6.20, 1.80, -2.99], [-5.66, 0.13, -3.20], [-4.74, 1.46, -3.93], [0.00, -2.62, 0.21], [-0.60, -4.16, -1.95], [-2.07, -3.84, -3.97], [-1.31, -2.44, -4.74], [-2.97, -2.33, -4.14], [4.28, -6.32, 1.52], [3.07, -5.64, 2.14], [1.77, -6.03, 1.45], [3.28, -4.21, 2.17], [2.87, -3.22, 0.95], [3.21, -1.41, 1.99], [1.46, -0.24, 0.91], [4.21, -3.42, 0.03], [4.18, -3.00, -1.35], [5.21, -3.83, -2.08], [4.44, -1.51, -1.47], [4.16, -7.40, 1.55], [5.18, -6.05, 2.06], [4.39, -6.01, 0.48], [3.01, -5.91, 3.19], [1.81, -5.83, 0.38], [0.93, -5.48, 1.88], [1.60, -7.10, 1.59], [3.18, -3.23, -1.75], [6.20, -3.63, -1.66], [5.23, -3.57, -3.14], [5.00, -4.89, -1.97], [5.39, -1.26, -1.00], [3.65, -0.93, -0.98], [4.48, -1.23, -2.53], [-0.43, -2.01, 2.74], [-0.42, -0.52, 3.09], [0.10, -0.35, 4.51], [-1.87, -0.02, 2.96], [0.39, 0.37, 2.12], [-0.82, -2.58, 3.59], [0.57, -2.38, 2.52], [-1.09, -2.22, 1.89], [-0.48, -0.95, 5.22], [0.07, 0.69, 4.83], [1.14, -0.69, 4.55], [-2.59, -0.69, 3.43], [-2.14, 0.01, 1.88], [-1.98, 0.98, 3.38], [0.83, 1.22, 2.65], [0.84, 5.27, -0.54], [0.75, 4.73, 0.89], [-0.81, 3.31, 1.34], [-0.55, 3.57, 3.46], [-1.28, 4.78, 4.04], [-2.50, 4.61, 1.00], [-2.88, 4.76, -0.48], [1.63, 6.03, -0.60], [-0.08, 5.76, -0.85], [1.07, 4.49, -1.26], [0.57, 5.54, 1.59], [1.68, 4.25, 1.18], [0.53, 3.67, 3.60], [-0.85, 2.66, 3.96], [-1.00, 5.71, 3.54], [-1.05, 4.90, 5.10], [-2.37, 4.68, 3.95], [-2.24, 5.58, 1.43], [-3.33, 4.21, 1.57], [-2.15, 5.36, -1.02], [-3.85, 5.26, -0.58], [-2.95, 3.79, -0.99]],
  "mulliken_charge": [-0.454, -0.877, 0.185, -0.795, -1.115, 0.934, 0.000, -0.401, -0.106, 0.603, -0.755, -0.687, 0.227, -0.973, 0.114, 0.434, -0.396, -1.129, 0.214, -0.883, 0.334, 0.344, 0.309, 0.543, 0.825, 0.517, 0.507, 0.350, 0.318, 0.384, 0.520, 0.541, 0.334, 0.302, 0.350, -1.030, 0.409, -1.307, -0.400, 0.623, -0.277, -0.234, -0.324, 0.725, -1.588, -0.912, 0.425, 0.326, 0.068, 0.274, 0.326, 0.263, 0.466, 0.118, 0.329, 0.425, 0.382, 0.293, -0.073, 0.435, -2.001, 2.168, -1.731, -1.724, -1.027, 0.558, 0.192, 0.370, 0.450, 0.314, 0.373, 0.488, 0.751, 0.144, 1.279, -0.891, -0.815, 0.230, -0.375, -1.285, -0.911, -0.866, 0.414, 0.219, 0.115, 0.526, 0.487, 0.477, 0.065, 0.281, 0.399, 0.302, 0.539, 0.480, 0.280, 0.372, 0.000]
}